This record from the OMol25 dataset describes a structure of composition C55H137CaN5O20S3 at a distorted geometry. The level of theory is ωB97M-V/def2-TZVPD.

Values from the calculation:
E_LUMO ... -0.070 eV
Total charge ... 0
E ... -158598.3441 eV
Highest occupied orbital energy ... -7.8 eV
Gap between HOMO and LUMO ... 0.2845 Ha

The geometry in XYZ format:
```
221
C55H137CaN5O20S3 | the OMol25 dataset | ωB97M-V/def2-TZVPD
Ca 2.525 -8.645 -6.015
C 5.908 -10.476 -8.141
C 4.710 -9.836 -7.490
O 3.627 -10.444 -7.463
O 4.713 -8.695 -6.997
H 6.818 -10.091 -7.681
H 5.865 -10.050 -9.144
H 5.911 -11.562 -8.050
C -1.312 -8.788 -8.577
C -0.325 -9.730 -7.825
C 0.670 -10.361 -8.874
O 0.307 -9.092 -6.766
H -2.044 -8.269 -7.957
H -1.928 -9.405 -9.232
H -0.704 -8.095 -9.158
H -0.919 -10.539 -7.400
H 0.169 -10.563 -9.821
H 1.039 -11.323 -8.516
H 1.501 -9.778 -9.272
C 2.364 -11.614 -12.064
C 2.996 -12.991 -11.891
C 3.184 -13.361 -10.394
O 2.250 -13.984 -12.564
H 2.493 -11.448 -13.134
H 2.937 -10.848 -11.542
H 1.320 -11.680 -11.757
H 3.861 -13.054 -12.550
H 2.372 -13.019 -9.753
H 4.081 -12.862 -10.026
H 3.396 -14.423 -10.269
H 2.055 -13.499 -13.368
C 1.059 -16.679 -10.071
C -0.215 -15.973 -10.497
C -0.546 -14.782 -9.585
O -0.108 -15.553 -11.879
H 1.894 -15.978 -10.070
H 1.248 -17.499 -10.764
H 0.915 -17.118 -9.084
H -0.966 -16.761 -10.433
H -0.457 -15.052 -8.533
H -1.564 -14.398 -9.653
H 0.103 -13.929 -9.785
H 0.703 -15.046 -11.960
C -1.254 -13.476 -5.599
C -1.266 -12.545 -4.441
C -0.958 -13.122 -3.070
O -0.270 -11.590 -4.749
H -1.282 -13.051 -6.602
H -2.063 -14.201 -5.505
H -0.272 -13.949 -5.606
H -2.245 -12.065 -4.429
H -0.750 -12.399 -2.282
H -0.077 -13.758 -3.155
H -1.799 -13.737 -2.749
H -0.580 -11.140 -5.539
C -2.589 -5.791 -6.088
C -1.362 -5.338 -6.852
C -1.618 -4.582 -8.148
O -0.642 -4.422 -6.002
H -3.145 -6.612 -6.541
H -3.295 -5.000 -5.834
H -2.300 -6.133 -5.094
H -0.861 -6.298 -6.975
H -2.354 -3.795 -7.982
H -2.135 -5.344 -8.732
H -0.674 -4.278 -8.600
H -0.604 -4.728 -5.093
C -7.756 -3.252 -8.148
C -7.166 -4.633 -8.467
C -6.080 -5.261 -7.588
O -8.273 -5.515 -8.584
H -6.980 -2.486 -8.130
H -8.214 -3.315 -7.161
H -8.458 -2.966 -8.932
H -6.729 -4.723 -9.461
H -5.927 -6.339 -7.647
H -6.137 -4.877 -6.570
H -5.173 -4.851 -8.032
H -9.050 -5.057 -8.911
C -6.639 -8.384 -10.450
C -7.919 -9.145 -10.959
C -9.184 -8.498 -10.268
O -7.975 -8.858 -12.308
H -6.654 -7.299 -10.559
H -5.737 -8.771 -10.924
H -6.571 -8.609 -9.386
H -7.915 -10.214 -10.746
H -9.213 -8.407 -9.182
H -10.088 -9.064 -10.496
H -9.296 -7.497 -10.684
H -8.121 -9.689 -12.766
C -0.048 -3.421 -12.320
C -0.712 -4.582 -12.864
C -1.630 -5.341 -11.845
O -2.183 -6.597 -12.322
C -3.121 -7.270 -11.552
N -1.506 -4.116 -13.990
H 0.579 -3.931 -11.588
H -0.786 -2.742 -11.892
H 0.456 -2.880 -13.120
H 0.072 -5.293 -13.122
H -2.366 -4.591 -11.553
H -1.054 -5.644 -10.971
H -3.230 -8.313 -11.850
H -4.076 -6.758 -11.670
H -2.781 -7.224 -10.517
H -2.024 -4.875 -14.409
H -0.773 -3.869 -14.639
C 2.183 -6.484 -8.740
C 2.993 -5.916 -7.562
C 3.454 -4.447 -7.544
O 4.362 -4.172 -8.625
C 4.357 -2.832 -9.066
N 2.217 -6.303 -6.406
H 1.336 -5.852 -9.008
H 1.918 -7.539 -8.678
H 2.909 -6.451 -9.553
H 3.948 -6.440 -7.510
H 3.870 -4.141 -6.585
H 2.555 -3.831 -7.568
H 4.776 -2.166 -8.312
H 3.348 -2.524 -9.341
H 5.068 -2.803 -9.892
H 2.337 -5.606 -5.685
H 1.263 -6.141 -6.693
C -0.838 -9.642 -13.576
C -0.491 -8.563 -14.673
C -0.387 -9.082 -16.082
O 0.637 -10.063 -16.237
C 0.511 -10.577 -17.543
N -1.504 -7.539 -14.662
H -0.035 -10.298 -13.240
H -1.672 -10.208 -13.990
H -1.234 -9.154 -12.685
H 0.459 -8.094 -14.418
H -0.201 -8.237 -16.746
H -1.383 -9.465 -16.301
H 1.510 -10.989 -17.686
H 0.487 -9.764 -18.268
H -0.297 -11.296 -17.679
H -1.629 -7.188 -13.723
H -2.414 -7.831 -14.991
C 3.193 -11.543 -2.546
C 2.966 -10.198 -3.248
C 4.186 -9.353 -3.387
O 3.964 -8.199 -4.223
C 5.006 -7.281 -4.285
N 2.459 -10.568 -4.559
H 4.000 -12.161 -2.939
H 2.251 -12.078 -2.430
H 3.702 -11.338 -1.604
H 2.183 -9.651 -2.724
H 5.084 -9.869 -3.727
H 4.491 -9.024 -2.394
H 5.116 -6.906 -3.267
H 4.861 -6.430 -4.950
H 5.920 -7.708 -4.695
H 1.547 -10.997 -4.504
H 3.046 -11.326 -4.876
C 2.468 -14.876 -6.881
C 3.743 -14.309 -6.242
C 4.968 -14.262 -7.170
O 5.290 -15.640 -7.446
C 6.577 -15.742 -7.995
N 3.391 -12.986 -5.763
H 2.608 -15.800 -7.441
H 2.006 -14.156 -7.557
H 1.751 -15.198 -6.126
H 3.924 -14.840 -5.307
H 5.747 -13.742 -6.612
H 4.809 -13.641 -8.051
H 6.664 -16.784 -8.302
H 7.309 -15.504 -7.223
H 6.482 -15.091 -8.864
H 2.382 -13.035 -5.788
H 3.494 -12.367 -6.554
C -0.306 -8.595 -1.046
C -0.908 -9.387 -2.252
C -1.164 -8.489 -3.475
S 0.263 -7.294 -3.438
O -0.187 -5.936 -3.778
O 1.389 -7.903 -4.156
C 0.692 -7.518 -1.628
H 0.154 -9.191 -0.259
H -1.062 -8.019 -0.513
H -1.764 -9.977 -1.924
H -0.158 -10.088 -2.619
H -2.003 -7.836 -3.234
H -1.302 -8.941 -4.458
H 0.752 -6.519 -1.194
H 1.717 -7.862 -1.485
C -4.115 -9.393 -5.931
C -5.239 -9.320 -6.982
C -5.733 -10.797 -7.264
S -5.369 -11.801 -5.751
O -4.400 -12.855 -6.000
O -6.627 -12.124 -5.042
C -4.521 -10.411 -4.854
H -3.851 -8.444 -5.463
H -3.187 -9.681 -6.424
H -4.881 -9.005 -7.963
H -6.127 -8.738 -6.736
H -5.283 -11.287 -8.128
H -6.805 -10.743 -7.450
H -3.844 -10.830 -4.109
H -5.325 -9.933 -4.295
C -2.693 -12.136 -11.446
C -3.971 -11.747 -10.591
C -4.912 -12.986 -10.470
S -4.674 -13.981 -12.053
O -5.789 -13.577 -12.913
O -4.531 -15.314 -11.519
C -3.059 -13.142 -12.556
H -1.914 -12.572 -10.820
H -2.127 -11.274 -11.799
H -4.563 -10.994 -11.109
H -3.587 -11.297 -9.675
H -5.984 -12.794 -10.523
H -4.766 -13.596 -9.578
H -3.297 -12.633 -13.490
H -2.453 -13.999 -12.851
```